Density functional theory data (ωB97M-V/def2-TZVPD) for a 26-piece molecular cluster, C30H83F4N3O30S overall.

Each atom is followed by the atoms it is bonded to, with distances in Å.
Element x y z (Å)
1 C 0.829 -2.942 0.834  C2 1.323, H44 1.144
2 C 0.093 -1.848 0.732  C1 1.323, C3 1.618
3 C -0.804 -0.503 0.807  C2 1.618, C4 1.605, C20 1.600
4 C -2.381 -0.531 0.510  C3 1.605, C5 1.634, C8 1.604
5 C -3.122 -1.920 0.072  C4 1.634, C6 1.636, H45 1.168, H46 1.149
6 C -2.434 -2.574 -1.260  C5 1.636, C7 1.458, H47 1.158
7 C -1.921 -3.939 -1.263  C6 1.458, H48 1.165, H49 1.164
8 C -3.195 0.843 0.654  C4 1.604, O9 1.434, C14 1.605
9 O -4.604 0.937 0.404  C8 1.434, C10 1.464
10 C -5.391 0.158 1.362  O9 1.464, C11 1.634, H50 1.166, H51 1.150
11 C -6.589 -0.565 0.518  C10 1.634, C12 1.641, H52 1.168, H53 1.166
12 C -6.708 0.019 -1.011  C11 1.641, C13 1.645, H54 1.163, H55 1.150
13 C -7.928 -0.719 -1.833  C12 1.645, H56 1.151, H57 1.161, H58 1.156
14 C -2.470 2.220 1.047  C8 1.605, C15 1.605, C19 1.578
15 C -3.226 3.632 1.163  C14 1.605, O16 1.465, H59 1.170, H60 1.152
16 O -4.539 3.565 1.811  C15 1.465, N17 1.365
17 N -5.383 4.453 1.210  O16 1.365, O18 1.199
18 O -5.365 5.518 1.761  N17 1.199
19 C -0.913 2.181 1.301  C14 1.578, C20 1.605, S43 1.883
20 C -0.032 0.843 1.197  C3 1.600, C19 1.605, N21 1.507
21 N 1.453 0.836 1.457  C20 1.507, C22 1.488, C26 1.489
22 C 1.722 0.894 2.919  N21 1.488, F23 1.460, F24 1.439, F25 1.449
23 F 2.409 -0.345 3.274  C22 1.460
24 F 2.575 1.984 3.313  C22 1.439
25 F 0.525 0.906 3.736  C22 1.449
26 C 2.149 1.913 0.699  N21 1.489, C27 1.606, C38 1.578
27 C 1.647 3.439 0.711  C26 1.606, C28 1.570, S43 1.882
28 C 2.352 4.609 -0.064  C27 1.570, C29 1.584, H61 1.161
29 C 3.638 4.268 -0.924  C28 1.584, C30 1.614, C34 1.573
30 C 4.338 5.489 -1.714  C29 1.614, C31 1.608, H62 1.156, H63 1.167
31 C 5.555 6.189 -0.930  C30 1.608, O32 1.281, F33 1.441
32 O 5.974 7.313 -1.380  C31 1.281
33 F 6.167 5.538 0.201  C31 1.441
34 C 4.115 2.770 -0.957  C29 1.573, C35 1.631, C38 1.594
35 C 5.405 2.360 -1.866  C34 1.631, N36 1.515, H64 1.169, H65 1.151
36 N 4.879 1.393 -2.907  C35 1.515, C37 1.495, H66 1.032
37 C 3.577 1.842 -3.486  N36 1.495, H67 1.168, H68 1.166, H69 1.167
38 C 3.430 1.573 -0.157  C26 1.578, C34 1.594, C39 1.633
39 C 3.990 0.040 -0.187  C38 1.633, O40 1.482, H70 1.154, H71 1.167
40 O 5.394 0.086 0.286  C39 1.482, C41 1.456
41 C 6.241 -0.739 -0.564  O40 1.456, C42 1.639, H72 1.167, H73 1.155
42 C 6.016 -2.333 -0.260  C41 1.639, H74 1.152, H75 1.151, H76 1.149
43 S 0.082 3.724 1.717  C19 1.883, C27 1.882
44 H 1.660 -3.726 0.893  C1 1.144
45 H -4.225 -1.690 -0.234  C5 1.168
46 H -3.150 -2.699 0.916  C5 1.149
47 H -2.277 -1.985 -2.244  C6 1.158
48 H -0.983 -4.189 -1.907  C7 1.165
49 H -2.439 -4.746 -0.604  C7 1.164
50 H -5.803 0.913 2.150  C10 1.166
51 H -4.732 -0.580 1.950  C10 1.150
52 H -6.392 -1.716 0.508  C11 1.168
53 H -7.629 -0.410 1.020  C11 1.166
54 H -5.752 -0.201 -1.634  C12 1.163
55 H -6.902 1.152 -1.042  C12 1.150
56 H -8.734 0.038 -2.155  C13 1.151
57 H -7.511 -1.187 -2.810  C13 1.161
58 H -8.360 -1.564 -1.173  C13 1.156
59 H -3.385 4.010 0.068  C15 1.170
60 H -2.628 4.460 1.695  C15 1.152
61 H 1.955 5.699 -0.021  C28 1.161
62 H 3.524 6.267 -1.978  C30 1.156
63 H 4.704 5.047 -2.730  C30 1.167
64 H 5.810 3.274 -2.473  C35 1.169
65 H 6.259 1.902 -1.246  C35 1.151
66 H 5.589 1.186 -3.627  N36 1.032
67 H 3.453 1.392 -4.557  C37 1.168
68 H 3.511 2.996 -3.646  C37 1.166
69 H 2.645 1.453 -2.900  C37 1.167
70 H 3.930 -0.435 -1.238  C39 1.154
71 H 3.442 -0.634 0.592  C39 1.167
72 H 7.346 -0.417 -0.375  C41 1.167
73 H 6.061 -0.590 -1.695  C41 1.155
74 H 5.433 -2.798 -1.138  C42 1.152
75 H 7.038 -2.861 -0.218  C42 1.151
76 H 5.411 -2.396 0.715  C42 1.149
77 O 6.978 8.659 1.446  H78 0.968, H79 0.966
78 H 7.840 8.319 1.726  O77 0.968
79 H 6.794 8.182 0.627  O77 0.966
80 O -0.684 -1.861 4.946  H81 0.967, H82 0.966
81 H -0.256 -1.017 4.745  O80 0.967
82 H -1.348 -1.634 5.610  O80 0.966
83 O -1.989 -6.690 0.608  H84 0.966, H85 0.966
84 H -1.208 -7.214 0.825  O83 0.966
85 H -2.406 -6.529 1.465  O83 0.966
86 O -2.390 -8.741 2.467  H87 0.965, H88 0.966
87 H -2.333 -9.100 3.361  O86 0.965
88 H -2.665 -9.495 1.930  O86 0.966
89 O -3.292 -5.690 -3.655  H90 0.966, H91 0.968
90 H -3.235 -6.049 -2.760  O89 0.966
91 H -3.567 -6.445 -4.194  O89 0.968
92 O -2.688 -8.338 -5.394  H93 0.966, H94 0.966
93 H -2.610 -8.282 -6.355  O92 0.966
94 H -2.085 -9.052 -5.152  O92 0.966
95 O -4.716 1.231 4.259  H96 0.966, H97 0.968
96 H -4.294 2.076 4.056  O95 0.966
97 H -5.384 1.456 4.923  O95 0.968
98 O 9.291 -0.118 0.486  H99 0.967, H100 0.968
99 H 9.542 -0.613 1.278  O98 0.967
100 H 8.948 0.717 0.832  O98 0.968
101 O -7.262 2.152 6.044  H102 0.966, H103 0.966
102 H -8.224 2.224 5.980  O101 0.966
103 H -7.022 2.824 6.696  O101 0.966
104 O 3.931 6.001 2.423  H105 0.966, H106 0.966
105 H 4.367 5.781 3.257  O104 0.966
106 H 4.595 5.795 1.752  O104 0.966
107 O -0.931 -6.935 -7.017  H108 0.967, H109 0.967
108 H 0.033 -6.997 -7.059  O107 0.967
109 H -1.092 -6.164 -6.455  O107 0.967
110 O -5.081 -9.339 0.633  H111 0.967, H112 0.966
111 H -4.656 -8.494 0.433  O110 0.967
112 H -5.746 -9.115 1.297  O110 0.966
113 O 6.673 2.075 2.187  H114 0.969, H115 0.966
114 H 6.181 1.581 1.515  O113 0.969
115 H 6.969 2.870 1.723  O113 0.966
116 O 5.302 2.024 -6.055  H117 0.967, H118 0.967
117 H 4.884 2.802 -6.448  O116 0.967
118 H 6.132 1.933 -6.542  O116 0.967
119 O 0.117 -7.346 -9.755  H120 0.966, H121 0.969
120 H 0.900 -7.870 -9.541  O119 0.966
121 H -0.301 -7.185 -8.897  O119 0.969
122 O 1.595 3.741 -4.377  H123 0.966, H124 0.967
123 H 2.019 4.586 -4.579  O122 0.966
124 H 0.925 3.968 -3.718  O122 0.967
125 O -8.633 4.199 7.416  H126 0.967, H127 0.966
126 H -8.211 5.045 7.214  O125 0.967
127 H -9.300 4.423 8.079  O125 0.966
128 O -6.276 0.528 -4.148  H129 0.966, H130 0.966
129 H -6.698 1.305 -4.537  O128 0.966
130 H -5.450 0.439 -4.642  O128 0.966
131 O -7.599 0.106 8.362  H132 0.966, H133 0.968
132 H -6.748 0.499 8.596  O131 0.966
133 H -7.809 0.500 7.503  O131 0.968
134 O -7.490 -2.374 6.382  H135 0.968, H136 0.966
135 H -7.590 -1.809 7.161  O134 0.968
136 H -7.930 -3.196 6.632  O134 0.966
137 O 4.162 -0.536 -7.000  H138 0.968, H139 0.966
138 H 4.606 0.216 -6.582  O137 0.968
139 H 3.416 -0.722 -6.415  O137 0.966
140 O 9.471 6.815 1.352  H141 0.966, H142 0.966
141 H 10.331 6.475 1.632  O140 0.966
142 H 9.287 6.337 0.532  O140 0.966
143 O -1.512 -11.232 2.404  H144 0.966, H145 0.966
144 H -1.074 -11.451 3.237  O143 0.966
145 H -0.847 -11.432 1.732  O143 0.966
146 O -5.697 8.176 0.665  H147 0.966, H148 0.968
147 H -4.903 8.271 0.124  O146 0.966
148 H -5.549 7.355 1.156  O146 0.968
149 O 12.617 -0.319 -0.235  H150 0.968, H151 0.966
150 H 11.654 -0.242 -0.302  O149 0.968
151 H 12.860 0.350 0.418  O149 0.966

Electronic energy, a.u.: -4411.15216
Total charge: 0

Results of the Löwdin charge analysis, in e, for atoms 1 through 6: 0.0852, -0.0560, -0.0184, -0.0123, -0.1408, -0.1535